Arrangement w

{"formula": "C3H8N4", "method": "the ωB97M-V functional and the def2-TZVPD basis", "symbols": ["N", "N", "N", "N", "C", "C", "C", "H", "H", "H", "H", "H", "H", "H", "H"], "coordinates": [[2.56050, -1.06509, -0.81928], [1.09871, -0.31268, 0.95472], [-1.98888, 0.12219, -1.09410], [-1.20619, 0.95474, 1.29592], [1.48863, -0.55643, -0.30383], [0.52146, -0.13785, -1.36950], [-0.76504, -0.05671, -1.28543], [-0.97874, 1.92937, 1.47152], [1.72012, -0.71434, 1.64487], [-2.67047, -0.52660, -1.47059], [-2.12114, 0.67231, 0.12316], [0.97756, 0.15849, -2.30811], [-0.05336, 0.32131, 1.18190], [3.18365, -1.44447, -0.10780], [-1.76678, 0.65575, 2.08656]], "gap_ev": 8.1, "lumo_energy_ev": 0.17, "spin_multiplicity": 1, "homo_ev": -7.920}



Arrangement x

{"formula": "C3H8N4", "method": "the ωB97M-V functional and the def2-TZVPD basis", "symbols": ["N", "N", "N", "N", "C", "C", "C", "H", "H", "H", "H", "H", "H", "H", "H"], "coordinates": [[1.01254, -1.46005, -2.24785], [-0.60616, -0.57952, -0.66835], [-1.44176, 0.98868, 1.25315], [-0.07867, 0.84086, 0.96129], [0.38260, 0.02870, -0.00834], [-0.12756, -1.41556, -1.63059], [0.86810, 1.46682, 1.91542], [-1.80923, 0.10656, 2.12859], [1.47255, -0.06037, -0.43201], [0.69970, 1.15556, 2.91480], [1.30138, -2.21508, -2.96180], [0.52284, 2.51105, 1.96078], [-0.81253, -2.35510, -1.81167], [1.76878, 1.16426, 1.40855], [-2.08404, 0.68357, 0.04615]], "gap_ev": 8.9, "lumo_energy_ev": 0.52, "spin_multiplicity": 1, "homo_ev": -8.400}



Most stable one: arrangement w, least stable one: arrangement x.



Arrangement w

{"formula": "C4H10NO", "method": "the ωB97M-V functional and the def2-TZVPD basis", "symbols": ["O", "N", "C", "C", "C", "C", "H", "H", "H", "H", "H", "H", "H", "H", "H", "H"], "coordinates": [[0.58589, -2.13633, -0.57866], [-0.28652, 0.77721, 0.18318], [-0.39653, 0.23719, -2.15797], [0.08853, -2.01811, 0.43115], [0.20372, 1.40012, 1.40885], [0.24473, 0.61714, -0.94789], [-0.11132, 1.12587, -2.82274], [1.26490, 1.06590, -0.99725], [0.14635, 2.49647, 1.27315], [-1.23344, 0.64062, 0.39863], [-1.06341, -1.89964, 0.56472], [1.37588, 1.28523, 1.76974], [-1.34405, -0.01113, -1.89471], [0.16212, -0.55067, -2.53552], [-0.22341, 1.01717, 2.33771], [0.62004, -2.22501, 1.36508]], "gap_ev": 9.5, "lumo_energy_ev": -4.57, "spin_multiplicity": 1, "homo_ev": -14.073, "total_charge": 1}



Arrangement x

{"formula": "C4H10NO", "method": "the ωB97M-V functional and the def2-TZVPD basis", "symbols": ["O", "N", "C", "C", "C", "C", "H", "H", "H", "H", "H", "H", "H", "H", "H", "H"], "coordinates": [[2.97220, 0.22533, -1.63222], [-0.71563, -0.35867, 1.91422], [0.82767, 0.59541, -0.67816], [-0.29356, -0.44060, -0.52551], [1.78793, 0.14418, -1.79825], [-1.31610, -0.08065, 0.53285], [-1.49290, -0.19913, 2.55479], [0.01905, 0.32404, 2.11119], [-0.35428, -1.29635, 2.11871], [0.05855, -1.45610, -0.36371], [1.36672, 0.89738, 0.22237], [-0.77490, -0.41770, -1.51137], [-2.31962, -0.53357, 0.43290], [-1.42999, 1.02915, 0.45112], [0.35007, 1.50150, -1.05454], [1.31479, 0.06577, -2.77441]], "gap_ev": 9.3, "lumo_energy_ev": -3.97, "spin_multiplicity": 1, "smiles": "[NH3+]CCCC=O", "homo_ev": -13.304, "total_charge": 1}



Arrangement y

{"formula": "C4H10NO", "method": "the ωB97M-V functional and the def2-TZVPD basis", "symbols": ["O", "N", "C", "C", "C", "C", "H", "H", "H", "H", "H", "H", "H", "H", "H", "H"], "coordinates": [[1.75565, -0.54244, 0.44046], [-0.57848, -0.42704, 0.83002], [1.32844, -0.84855, -0.84468], [0.61323, 1.63055, 0.02879], [-1.73628, -0.70267, -0.15491], [0.61750, 0.16962, 0.10184], [0.98127, -1.80180, -0.87951], [-2.37520, -1.19717, 0.49671], [1.22798, 2.07075, -0.79531], [-1.26809, -1.21964, -0.88016], [-2.27840, 0.10580, -0.59202], [-0.21420, -1.20923, 1.49033], [-0.80309, 0.24028, 1.56855], [1.97658, -0.37978, -1.70450], [-0.31308, 1.96169, 0.05898], [1.06617, 2.14963, 0.83539]], "gap_ev": 11.9, "lumo_energy_ev": -3.46, "spin_multiplicity": 1, "smiles": "C[NH2+][C@]1(C)CO1", "homo_ev": -15.391, "total_charge": 1}



Most stable one: arrangement x, least stable one: arrangement w.



Arrangement w

{"formula": "C4H10NO", "method": "the ωB97M-V functional and the def2-TZVPD basis", "symbols": ["O", "N", "C", "C", "C", "C", "H", "H", "H", "H", "H", "H", "H", "H", "H", "H"], "coordinates": [[1.42171, 0.59002, -1.65336], [1.16453, 0.59407, 0.84019], [1.06561, 0.00333, -0.52266], [-0.18673, 0.12964, 0.17370], [-1.31271, 1.04951, -0.25630], [-0.80283, -1.16771, 0.58427], [1.44198, -0.06531, 1.56166], [-1.54520, -1.13336, 1.46137], [-0.14836, -2.04335, 0.89997], [1.26701, 1.59337, 0.82773], [-1.61371, 0.89642, -1.27227], [2.34054, 0.44134, -1.89543], [-2.13156, 0.73041, 0.21799], [-1.18067, 2.15773, -0.30034], [1.50269, -2.08095, -0.38126], [-1.28231, -1.69516, -0.28525]], "gap_ev": [9.4, 9.6], "lumo_energy_ev": [-4.83, -5.10], "spin_multiplicity": 1, "homo_ev": [-14.189, -14.649], "total_charge": 1}



Arrangement x

{"formula": "C4H10NO", "method": "the ωB97M-V functional and the def2-TZVPD basis", "symbols": ["O", "N", "C", "C", "C", "C", "H", "H", "H", "H", "H", "H", "H", "H", "H", "H"], "coordinates": [[1.69984, 0.66004, 0.26725], [-1.83126, -1.95630, -0.36316], [-1.50190, -0.72488, -0.41617], [-1.78676, -1.37969, -1.70475], [-1.13579, 0.39317, 0.35852], [2.65723, 1.28154, 1.12204], [-2.73274, -1.19307, -2.20071], [-2.05359, -2.76120, 0.19538], [1.87807, 0.97202, -0.62810], [3.65500, 1.19649, 0.68707], [2.62915, 0.75863, 2.07311], [-1.44766, 1.33173, -0.09891], [-0.00966, 0.45598, 0.38915], [-0.97306, -1.68541, -2.35056], [-1.46045, 0.31471, 1.39539], [2.41358, 2.33626, 1.27444]], "gap_ev": 10.0, "lumo_energy_ev": -4.28, "spin_multiplicity": 1, "homo_ev": -14.274, "total_charge": 1}



Arrangement y

{"formula": "C4H10NO", "method": "the ωB97M-V functional and the def2-TZVPD basis", "symbols": ["O", "N", "C", "C", "C", "C", "H", "H", "H", "H", "H", "H", "H", "H", "H", "H"], "coordinates": [[-2.19216, 1.25691, 1.16856], [-0.99502, -0.63881, -0.79265], [0.79085, -1.14257, 0.74975], [0.06782, 0.02432, 0.07306], [-1.02906, 1.17922, 1.25225], [0.86699, 0.88053, -0.96274], [-1.79673, -0.00578, -0.54114], [-1.20968, -1.68837, -0.46864], [-0.34552, 1.59895, 1.87411], [0.42476, 1.67555, -1.47621], [1.15469, 0.24681, -1.78058], [0.20188, -1.75633, 1.47337], [-0.61349, -0.68336, -1.76112], [1.58952, -0.63897, 1.48577], [1.69059, 1.34520, -0.35576], [1.39456, -1.65328, 0.06197]], "gap_ev": 10.7, "lumo_energy_ev": -3.61, "spin_multiplicity": 1, "homo_ev": -14.273, "total_charge": 1}



Arrangement z

{"formula": "C4H10NO", "method": "the ωB97M-V functional and the def2-TZVPD basis", "symbols": ["O", "N", "C", "C", "C", "C", "H", "H", "H", "H", "H", "H", "H", "H", "H", "H"], "coordinates": [[0.28963, -1.41450, -2.86865], [0.15856, -0.30532, -0.11922], [1.51881, 0.96609, 1.25813], [-0.79166, -1.12894, -0.36378], [-1.00205, 1.07889, 1.62046], [0.26639, 0.72018, 0.90307], [1.70080, 1.63240, 2.09064], [2.39745, 0.55800, 0.77978], [-0.21668, -1.32245, -3.69637], [-1.79457, -0.77142, -0.15555], [-1.81785, 0.91554, 0.92011], [0.98906, -0.47352, -0.67838], [1.10262, -1.02025, -3.22890], [-1.18577, 0.50970, 2.53011], [-0.97986, 2.13077, 1.86920], [-0.63487, -2.07516, -0.86062]], "gap_ev": 9.4, "lumo_energy_ev": -5.05, "spin_multiplicity": 1, "homo_ev": -14.456, "total_charge": 1}



Most stable one: arrangement z, least stable one: arrangement w.



Arrangement w

{"formula": "C4H10NO", "method": "the ωB97M-V functional and the def2-TZVPD basis", "symbols": ["O", "N", "C", "C", "C", "C", "H", "H", "H", "H", "H", "H", "H", "H", "H", "H"], "coordinates": [[-1.91396, 0.19964, -0.99643], [0.60558, -0.25888, -0.63047], [-2.65994, 0.97499, -1.48363], [0.60098, 0.00835, 0.55581], [1.87150, -0.03344, 1.32574], [0.59656, -0.76936, -1.69783], [0.62198, -0.28383, -2.69429], [-0.68969, -0.62137, 2.72098], [-2.99024, 0.77027, -2.52837], [-2.97902, 1.98095, -1.06221], [1.99231, -0.51792, 2.25367], [-0.33075, 0.38807, 1.11213], [0.45180, -1.83793, -1.83793], [2.49241, -0.64906, 0.65892], [2.30696, 0.95565, 1.27808], [0.02352, -0.30615, 3.02583]], "gap_ev": 9.5, "lumo_energy_ev": -4.49, "spin_multiplicity": 1, "homo_ev": -14.022, "total_charge": 1}



Arrangement x

{"formula": "C4H10NO", "method": "the ωB97M-V functional and the def2-TZVPD basis", "symbols": ["O", "N", "C", "C", "C", "C", "H", "H", "H", "H", "H", "H", "H", "H", "H", "H"], "coordinates": [[-0.23235, -2.30109, -0.39929], [1.30506, 0.88964, -1.03448], [0.65411, -0.13563, -0.14352], [-1.40382, -0.25453, 1.45610], [-0.59743, 0.54994, 0.44752], [0.31093, -1.38851, -0.93736], [1.33283, -0.40337, 0.66044], [-1.70947, -1.22659, 1.09340], [-2.30019, 0.32543, 1.66780], [-0.23900, 1.46899, 0.91207], [2.12612, 0.51899, -1.52632], [0.60255, -1.44434, -2.00992], [1.62446, 1.66427, -0.44935], [0.66129, 1.19346, -1.77168], [-0.89397, -0.31014, 2.41238], [-1.24112, 0.85349, -0.37781]], "gap_ev": 10.5, "lumo_energy_ev": -4.05, "spin_multiplicity": 1, "smiles": "CC[C@H]([NH3+])C=O", "homo_ev": -14.596, "total_charge": 1}



Most stable one: arrangement x, least stable one: arrangement w.



Arrangement w

{"formula": "C7H12O2", "method": "the ωB97M-V functional and the def2-TZVPD basis", "symbols": ["O", "O", "C", "C", "C", "C", "C", "C", "C", "H", "H", "H", "H", "H", "H", "H", "H", "H", "H", "H", "H"], "coordinates": [[1.94488, 1.25545, -1.08959], [0.97920, -1.26369, -0.31127], [-0.59477, -0.61408, -0.24916], [-0.15619, 0.76709, -0.02098], [-1.20592, -0.86538, -1.60641], [-1.26863, -1.29921, 0.91458], [-0.80778, 1.92855, -0.03836], [1.41645, 0.74756, -0.08972], [2.09508, 0.74206, 1.26124], [1.33807, -1.28205, -1.21343], [1.41831, 0.48230, 2.07624], [2.88536, -0.01083, 1.23215], [2.52226, 1.72832, 1.45617], [-1.77550, -2.21402, 0.59504], [-2.18792, -0.38381, -1.67747], [-1.31421, -1.93680, -1.79780], [-0.56377, -1.55050, 1.70970], [-0.55588, -0.42542, -2.37291], [-1.86733, 1.97903, -0.26478], [-2.03009, -0.64185, 1.35375], [-0.27161, 2.85727, 0.13299]], "gap_ev": 9.7, "lumo_energy_ev": 0.73, "spin_multiplicity": 1, "smiles": "C=C(C(C)=O)C(C)(C)O", "homo_ev": -9.018}



Arrangement x

{"formula": "C7H12O2", "method": "the ωB97M-V functional and the def2-TZVPD basis", "symbols": ["O", "O", "C", "C", "C", "C", "C", "C", "C", "H", "H", "H", "H", "H", "H", "H", "H", "H", "H", "H", "H"], "coordinates": [[-1.03263, 1.10566, 1.09649], [0.09527, -1.59419, -1.11511], [-2.55257, -0.56681, 0.18627], [-1.56365, 0.19433, 0.57344], [0.63245, -1.20368, 0.09398], [0.46517, -2.20113, 1.21535], [0.40457, 2.69330, -1.60016], [1.69867, -0.36976, 0.05214], [0.74317, 2.70120, -0.32686], [-2.71593, -0.83709, -0.84398], [-0.77566, -1.98438, -0.95232], [0.33871, 3.39876, 0.38336], [-0.51157, -2.06498, 1.68420], [-0.35960, 3.35089, -1.99660], [1.40878, 1.91628, 0.06981], [0.84860, 2.00847, -2.30262], [2.32939, -0.23644, 0.91471], [-3.23847, -0.99799, 0.89615], [0.51695, -3.23383, 0.85528], [2.06457, -0.02127, -0.89060], [1.20379, -2.05732, 2.00707]], "gap_ev": 9.3, "lumo_energy_ev": 0.50, "spin_multiplicity": 1, "smiles": "C=C(C)O.C=C=O.C=C", "homo_ev": -8.778}



Arrangement y

{"formula": "C7H12O2", "method": "the ωB97M-V functional and the def2-TZVPD basis", "symbols": ["O", "O", "C", "C", "C", "C", "C", "C", "C", "H", "H", "H", "H", "H", "H", "H", "H", "H", "H", "H", "H"], "coordinates": [[-2.50452, 0.91006, 0.67036], [-0.95840, -1.28192, 1.39350], [0.53416, 0.27879, 0.14923], [-1.56516, 0.64092, -0.05318], [-0.61454, 1.46402, -0.77310], [1.72154, -0.04873, -0.71823], [-0.80151, -1.66236, -0.95726], [0.91957, 0.79089, 1.51368], [-0.67016, -0.65302, 0.17474], [-0.42097, 1.21056, -1.80798], [-1.59601, -0.71230, 1.85653], [1.43609, -0.35784, -1.71934], [0.05078, 1.20022, 2.03044], [2.28089, -0.86614, -0.25576], [-0.66143, -1.20381, -1.93243], [-0.66350, 2.53538, -0.60534], [1.29153, -0.03768, 2.11949], [1.70622, 1.53952, 1.44098], [-0.07405, -2.46144, -0.82207], [2.38894, 0.80887, -0.78866], [-1.79948, -2.09401, -0.91561]], "gap_ev": 10.2, "lumo_energy_ev": 0.75, "spin_multiplicity": 1, "smiles": "CC1(C)CC(=O)[C@]1(C)O", "homo_ev": -9.409}



Arrangement z

{"formula": "C7H12O2", "method": "the ωB97M-V functional and the def2-TZVPD basis", "symbols": ["O", "O", "C", "C", "C", "C", "C", "C", "C", "H", "H", "H", "H", "H", "H", "H", "H", "H", "H", "H", "H"], "coordinates": [[-1.89331, -0.36339, 1.57027], [-1.48074, 1.18162, -0.84826], [1.91183, -0.56600, -0.21332], [-0.13025, 1.16756, -0.47106], [-0.21674, 0.84817, 1.00549], [0.67035, 0.95009, -1.82476], [0.55858, -0.18927, -0.79532], [-0.68388, -1.02759, -0.27157], [-0.65839, -0.67465, 1.05912], [-1.57563, -0.56904, -1.07299], [1.74923, 1.29619, -1.76617], [1.74132, -0.50656, 1.16100], [-2.20259, 1.04668, -0.21344], [-0.96328, 1.60307, 1.35934], [0.83669, 1.18353, 1.41900], [2.48481, -1.98759, -0.20007], [2.66400, 0.32870, -0.37959], [-0.61612, -2.22902, -0.56368], [-2.21983, -1.19911, 1.96002], [0.15224, 1.07570, -2.67735], [-0.12828, -1.36909, 1.76333]], "gap_ev": 8.4, "lumo_energy_ev": 0.67, "spin_multiplicity": 1, "homo_ev": -7.721}



Most stable one: arrangement y, least stable one: arrangement z.